73
Properties=species:S:1:pos:R:3 method="wB97M-V/def2-TZVPD" e_tot_ev=-146398.711 de_lowest_kcal_mol=5.6 total_charge=-2 multiplicity=1 max_force_ev_per_a=0.9
O -1.53342 -2.09482 0.63700
C 0.51728 -0.72851 -3.10236
C -2.54211 0.82075 -4.95909
H -0.03292 -1.64088 -2.87826
C 1.96217 -0.69768 3.40522
O -2.80417 -0.16163 5.86869
C 2.46594 3.79487 0.96064
H 0.50184 -0.55881 -4.18302
H 4.28724 2.68038 1.14002
H -2.84843 2.15749 -0.56151
C 2.64620 0.56486 -2.73712
C 1.71449 -1.75359 1.12801
C -1.60755 2.44989 -2.94962
H 0.45120 4.55616 0.66513
H -0.75033 1.56056 2.21241
N 0.66103 0.11339 -0.07209
C -1.54691 0.96964 2.64623
H 3.50097 -2.86638 -2.10243
H -1.10332 1.78099 -6.24871
C -2.61433 1.50010 -2.58542
O -0.71079 -3.58161 -1.13008
C 2.59043 -2.83255 1.13888
C 2.14980 -1.45152 -1.24853
H -3.95560 0.75783 -1.05977
H 2.90725 4.75078 1.21082
C 0.57874 2.47172 0.33691
S -1.86274 -2.80738 -0.68312
C 1.50907 -1.03726 -0.06573
H -2.93980 0.17133 -5.73058
C 1.29669 1.25716 0.26796
C -1.52725 1.72586 -5.25388
H 2.48789 -1.47330 -3.30369
C 3.25238 -3.22470 -0.00932
H -0.29756 3.27712 -4.40572
C -3.09346 1.37410 -1.26540
H -0.01754 0.10909 -2.65429
H 2.75059 -1.39232 3.71285
C 1.96376 -0.80052 -2.61459
C 0.30794 -2.56224 3.07021
H 3.30399 0.52825 0.54741
H 3.92276 -4.07687 0.00590
C -3.55244 -0.53708 3.66739
H 1.41920 -0.38959 4.30587
H -0.27325 -2.21848 3.93367
H 2.62112 0.89148 -3.78110
C -3.36984 -0.33591 2.30641
H 0.23973 -0.65543 2.14198
Mg -1.41928 -0.23702 -0.26339
Br -4.58433 -1.13990 1.12576
O -3.07542 -3.60117 -0.53212
F -0.75185 2.38634 0.05968
C -1.62577 0.83470 4.01652
C 3.01704 -2.53914 -1.18786
H -0.37187 -3.02978 2.35959
C 3.22662 2.63394 0.91523
C 2.67277 1.40644 0.58500
H 2.74222 -3.38405 2.06060
H 1.02987 -3.30076 3.43330
N -2.39131 0.39353 1.78512
C -1.08023 2.54785 -4.21761
H -2.06878 0.25293 6.33130
C -2.64937 0.04980 4.53172
H -4.36009 -1.15153 4.03399
H 3.68832 0.52969 -2.40721
Cl -4.40562 -0.38488 -3.45415
H -0.89266 1.31135 4.65598
C 1.00851 -1.37309 2.41429
C -3.07071 0.72399 -3.68933
H 2.12853 1.31928 -2.14596
O -2.09595 -1.61798 -1.59333
H -1.23826 3.10749 -2.17166
C 1.10630 3.69316 0.65955
H 2.43533 0.18406 2.97083